The following is a quantum chemistry calculation of the molecule C24H28N6O2, from the Open Molecules 2025 dataset.

Geometry as XYZ:
```
60
C24H28N6O2 (wB97M-V/def2-TZVPD)
O -1.148 0.989 2.544
H 3.556 0.935 -0.832
H -3.320 2.957 -1.309
C -1.196 0.211 1.601
H 1.782 -1.945 0.758
H 0.158 -0.534 -1.464
H -2.233 1.548 -1.292
C 4.768 -1.377 -0.693
H 6.369 -2.789 -0.825
C -2.378 -1.619 0.517
C -0.287 0.248 0.456
C 2.812 0.201 -0.496
H 2.096 0.095 -1.311
N 2.115 0.641 0.699
H 3.826 2.783 0.399
H 2.480 1.202 2.654
C -2.708 2.309 -0.666
H 2.546 3.365 1.458
N 0.984 3.545 -2.221
C -1.616 3.152 0.037
C 3.377 -3.370 0.625
C 2.785 -2.140 0.408
H 2.832 -4.146 1.142
H 5.314 -0.599 -1.207
C 0.697 2.280 -0.546
C 3.401 2.695 1.395
H -4.958 3.071 0.389
C -0.479 -0.583 -0.593
N -0.150 3.864 -1.763
H 0.634 1.809 1.500
H 4.142 3.019 2.120
H 3.877 0.617 1.743
H -1.915 4.201 0.099
H -5.412 -4.234 -1.339
C 3.474 -1.131 -0.254
C 4.667 -3.609 0.181
C -3.629 -3.406 -0.512
H 5.131 -4.570 0.351
C -3.420 -2.547 0.548
N -2.159 -0.762 1.556
H -4.348 -5.413 -0.584
H -5.036 1.705 1.531
C -4.745 -4.402 -0.495
C 2.987 1.249 1.684
H -1.449 2.759 1.044
H -2.807 -0.772 2.335
O -3.519 1.589 0.222
C -4.368 2.389 1.012
H -1.095 -2.386 -2.527
C 5.361 -2.610 -0.479
C -1.526 -1.552 -0.601
N 1.542 2.575 -1.507
H -4.067 -2.582 1.413
C 0.827 1.279 0.556
N -0.386 3.095 -0.692
H -3.807 2.971 1.749
H -5.320 -4.333 0.424
C -2.776 -3.338 -1.622
H -2.940 -4.013 -2.449
C -1.748 -2.431 -1.668
```

- structure (SMILES) = CCN(Cc1ccccc1)[C@H](c1cc2ccc(C)cc2[nH]c1=O)c1nnnn1CCOC
- strongest force on any atom (eV/Å) = 1.5
- energy relative to the best compared isomer or geometry (same formula, charge and spin) (eV) = 0.254
- highest occupied orbital energy (eV) = -8.348
- HOMO-LUMO gap (eV) = 8.386
- lowest unoccupied orbital energy (eV) = 0.04